1.
20
Properties=species:S:1:pos:R:3 method="wB97M-V/def2-TZVPD" e_above_lowest_ev=2.956 homo_energy_ev=-14.6 max_force_ev_per_a=5.110 total_charge=+1 smiles="C=[N+]1C=C[C@]1(C)CC"
C 2.25213 -1.08838 0.49749
N 1.47647 -0.15077 0.32882
C 1.65748 1.23254 0.27498
C 0.47630 1.48152 -0.27139
C 0.07816 0.01601 -0.26132
C -0.22435 -0.68337 -1.51605
C -0.95285 -0.21336 0.88641
C -2.30492 0.34485 0.55951
H 1.98638 -2.10463 0.26351
H 3.31293 -1.06575 0.97542
H 2.55688 1.74389 0.52430
H -0.03471 2.41157 -0.49660
H -0.33929 -1.69627 -1.30685
H 0.46920 -0.65281 -2.23661
H -1.18952 -0.21770 -1.97132
H -0.92892 -1.24230 0.82903
H -0.54448 0.19825 1.79109
H -2.04603 1.32046 0.15969
H -2.98694 0.49970 1.31946
H -2.71391 -0.13345 -0.34958

***

2.
17
Properties=species:S:1:pos:R:3 method="wB97M-V/def2-TZVPD" e_above_lowest_ev=2.429 homo_energy_ev=-9.4 max_force_ev_per_a=3.548
C -0.44257 -0.76704 1.83889
C -0.20688 -0.12335 0.51969
C 0.76464 1.05368 0.34853
C -0.15958 1.27159 -0.84707
C 0.22706 0.14191 -1.80058
C 0.09499 -0.98562 -0.72447
O -1.33009 0.58856 0.05056
H -1.31961 -1.41552 1.76134
H -0.64076 -0.00047 2.59543
H 0.43521 -1.34728 2.12354
H 1.80608 0.75093 0.17951
H 0.70064 1.84496 1.09380
H -0.98114 1.96049 -0.76521
H 1.25960 0.19601 -2.18169
H -0.43475 0.04067 -2.66099
H -0.76521 -1.62204 -0.94184
H 0.99236 -1.58747 -0.58946